Density functional theory data (the ωB97M-V functional and the def2-TZVPD basis) for a single C3H11N3 molecule in a non-equilibrium geometry.

Results
**HOMO level**: -8.67 eV
**Kohn-Sham gap**: 0.3583 Eh
**Relative energy (zero: lowest compared OMol25 entry of this formula, charge and spin)**: 139.37 kJ/mol
**LUMO level**: 1.08 eV
**SMILES string**: NCCNCN

```
! wB97M-V def2-TZVPD RIJCOSX def2/J DEFGRID3
* xyz 0 1
C -0.14155 -0.01487 1.04357
N 0.70523 0.42111 -0.04255
C 1.42612 -0.66941 -0.78360
N 1.95445 -0.27923 -2.04443
C -1.53939 0.58322 1.20182
N -2.39715 0.42201 0.02999
H -0.02904 -1.08901 1.27708
H 0.30450 0.29938 1.99206
H 1.50411 0.93838 0.31231
H 2.19151 -1.07487 -0.11360
H 0.67965 -1.44439 -0.97623
H 2.36966 0.63553 -2.10915
H 1.36701 -0.49053 -2.82867
H -1.41245 1.64644 1.44772
H -1.92559 0.10905 2.11117
H -1.83204 0.12632 -0.74889
H -3.22504 -0.11910 0.23139
*
```

=====

Density functional theory data (the ωB97M-V functional and the def2-TZVPD basis) for 2 unconnected molecules or ions with the total composition C4H10N2O2 in a non-equilibrium geometry.

Results
**HOMO level**: -8.56 eV
**Kohn-Sham gap**: 0.3014 Eh
**Relative energy (zero: lowest compared OMol25 entry of this formula, charge and spin)**: 466.04 kJ/mol
**LUMO level**: -0.36 eV
**SMILES string**: [H]/N=C(\C)N.CC(=O)O

```
! wB97M-V def2-TZVPD RIJCOSX def2/J DEFGRID3
* xyz 0 1
C -0.87067 0.11824 -0.48684
C -0.79232 1.36791 -1.33422
C 1.84416 -1.16288 0.49112
N -0.23021 -1.00106 -0.87553
C 0.71350 0.19714 0.86960
N -2.06458 -0.03047 0.23075
O 0.09605 -0.28949 1.98602
O 1.26851 1.28357 0.78611
H 0.61263 0.03259 2.74352
H 0.46497 -0.76849 -1.58723
H -2.15996 -0.95686 0.62746
H -2.88939 0.26694 -0.27529
H -1.19038 2.22075 -0.78418
H 0.24437 1.58402 -1.59086
H -1.36074 1.22638 -2.25770
H 2.30555 -1.07000 -0.49011
H 2.58642 -0.87795 1.24082
H 1.42210 -2.14036 0.70656
*
```

=====

Density functional theory data (the ωB97M-V functional and the def2-TZVPD basis) for 3 unconnected molecules or ions with the total composition C21H46ClO10P in a non-equilibrium geometry.

Results
**HOMO level**: -9.15 eV
**Kohn-Sham gap**: 0.3409 Eh
**Relative energy (zero: lowest compared OMol25 entry of this formula, charge and spin)**: 342.43 kJ/mol
**LUMO level**: 0.13 eV
**SMILES string**: CC[C@H](Cl)[C@](CC(C)C)(OC(=O)COCOCCO)[PH2]=O.COCCOC.COCCOC

```
! wB97M-V def2-TZVPD RIJCOSX def2/J DEFGRID3
* xyz 0 1
C 0.78850 -4.17109 5.57549
C 2.00237 -4.76892 4.72711
C 3.22547 -3.75857 4.49945
Cl 3.77358 -2.88309 6.00733
C 2.98727 -2.77478 3.22451
C 3.91988 -1.48248 3.24068
C 3.77955 -0.52735 1.96329
C 5.09087 -0.58904 1.00215
C 3.70419 1.01949 2.45797
O 1.58924 -2.52420 2.97110
C 1.08260 -1.43576 3.69854
O 1.33241 -1.13756 4.86921
C 0.00897 -0.50736 2.93493
O -0.23971 -0.92917 1.57767
C 0.12142 0.18251 0.73550
O 0.16782 -0.27568 -0.61939
C 0.71236 -1.61606 -0.73585
C 1.41694 -1.67729 -2.19487
O 1.78705 -3.06180 -2.40427
P 3.57535 -3.81700 1.71498
O 2.32312 -4.63400 1.27579
H -0.07579 -3.97379 4.85395
H 0.42487 -4.99521 6.28856
H 1.04509 -3.28573 6.22940
H 2.43216 -5.63676 5.34566
H 1.66078 -5.23392 3.73805
H 4.11069 -4.42012 4.18356
H 3.73614 -0.82247 4.16056
H 5.01595 -1.81837 3.33560
H 2.81982 -0.70519 1.38641
H 5.41908 0.44819 0.66855
H 4.74624 -1.13090 0.05694
H 5.93100 -1.20551 1.44745
H 3.21342 1.12697 3.48010
H 3.21523 1.69250 1.67360
H 4.78411 1.40214 2.54446
H -0.98688 -0.63295 3.49291
H 0.29151 0.58566 3.03886
H -0.66529 1.01590 0.83636
H 1.12013 0.67132 1.00495
H -0.16195 -2.33899 -0.65259
H 1.54082 -1.85698 0.00622
H 0.71580 -1.26289 -2.97885
H 2.36379 -1.03783 -2.08284
H 2.40859 -3.25450 -1.66801
H 4.56309 -4.78275 2.08056
H 3.92076 -3.00138 0.59266
C -0.86913 1.20337 -3.21922
O -0.94313 1.02697 -4.62768
C -2.17357 1.49966 -5.16926
C -2.00249 2.86373 -5.82763
O -1.69917 3.87209 -4.86463
C -0.31726 4.19991 -4.84394
H 0.16411 1.04600 -2.90932
H -1.17382 2.20943 -2.91796
H -1.50092 0.46187 -2.72003
H -2.95165 1.53154 -4.39911
H -2.48475 0.77868 -5.93152
H -2.94985 3.14598 -6.29875
H -1.23692 2.82701 -6.60939
H -0.07006 4.81247 -5.71669
H 0.31497 3.30947 -4.82736
H -0.12140 4.78185 -3.94155
C -4.52241 3.85122 -3.01674
O -5.18369 2.59167 -2.97635
C -4.67341 1.74170 -1.95258
C -5.59110 1.72577 -0.73565
O -5.60966 2.99249 -0.08152
C -6.77056 3.74721 -0.39784
H -5.10701 4.52317 -3.64706
H -4.43260 4.29647 -2.02257
H -3.52883 3.73220 -3.45875
H -3.65640 2.03625 -1.67227
H -4.62748 0.73090 -2.37069
H -5.20355 0.99911 -0.01380
H -6.60298 1.41452 -1.01487
H -7.63316 3.34058 0.13954
H -6.97469 3.75488 -1.47074
H -6.60587 4.77454 -0.06847
*
```